The following is a quantum chemistry calculation of C15H36N4O2ReSi4 as an isolated structure in a non-equilibrium geometry, from the OMol25 dataset.

```
62
Properties=species:S:1:pos:R:3
Re 1.5742 -0.5632 -0.2983
O 2.1181 -1.8468 1.3010
N 1.3172 -2.7861 1.6497
N 0.2860 -2.8129 0.9415
O 0.1180 -1.9550 -0.0749
C -0.7571 -3.7892 1.1665
C -0.8468 -4.4138 2.4020
C -1.8350 -5.3642 2.5892
C -2.7121 -5.6775 1.5577
C -2.6128 -5.0294 0.3350
C -1.6292 -4.0756 0.1286
H -0.1591 -4.1668 3.1990
H -1.9201 -5.8537 3.5494
H -3.4701 -6.4347 1.7071
H -3.2990 -5.2689 -0.4657
H -1.5285 -3.5792 -0.8260
N 4.3614 0.8064 -1.0272
N 3.6739 -0.2362 -0.3212
H 5.3296 0.5358 -1.1710
H 4.3300 1.6538 -0.4744
H 3.9769 -0.3307 0.6559
H 3.9558 -1.1176 -0.7635
C 0.0556 4.6026 0.0178
Si 1.0432 3.4012 1.0247
C 0.8127 3.4702 2.8640
C 2.8337 3.3905 0.4986
Si 0.2244 1.1473 0.4583
Si -2.2399 0.7662 0.8194
C -2.9692 2.4315 0.4615
C -2.2766 0.2521 2.6010
C -2.7848 -0.5348 -0.3846
Si 0.8447 -0.0165 -2.6522
C 2.3113 0.6847 -3.5864
C 0.2276 -1.6204 -3.4100
C -0.5030 1.3010 -2.7069
H 0.2616 5.6149 0.3788
H -1.0195 4.4420 0.0901
H 0.3429 4.5615 -1.0344
H 1.3344 4.3511 3.2503
H 1.2285 2.5950 3.3673
H -0.2387 3.5594 3.1439
H 3.2595 4.3960 0.5443
H 2.9130 3.0432 -0.5341
H 3.4281 2.7482 1.1560
H -2.7015 3.1755 1.2143
H -4.0603 2.3410 0.4660
H -2.6785 2.8043 -0.5229
H -1.9042 1.0315 3.2681
H -1.7001 -0.6587 2.7771
H -3.3130 0.0440 2.8860
H -3.0688 -0.0892 -1.3387
H -3.6613 -1.0506 0.0182
H -2.0057 -1.2749 -0.5604
H 3.1974 0.0493 -3.5674
H 2.5958 1.6675 -3.2091
H 1.9984 0.7920 -4.6296
H 0.5493 -2.5075 -2.8618
H 0.5937 -1.7160 -4.4344
H -0.8643 -1.6285 -3.4408
H -0.1901 2.2132 -2.1825
H -1.4358 0.9431 -2.2665
H -0.7120 1.5820 -3.7435
```

energy above the lowest of the compared OMol25 structures with the same formula, charge and spin: 25.3 kcal per mole
<S²>: 0.822
spin multiplicity: 2
total charge: +2
LUMO (spin up / spin down): -8.7 / -8.2 eV
DFT total energy: -2198.2359 a.u.